DFT (ωB97M-V/def2-TZVPD) results for one molecule with the formula C5H8N2O at a distorted geometry.

Its total energy is -10339.3808 eV. The HOMO-LUMO gap is 9.11 eV. The SMILES is C=C[C@]1(N)C(=O)[C@H]1N. Its lowest unoccupied orbital energy is 0.55 eV. The molecular weight comes out at 112.13 g mol⁻¹. Its net charge is 0.

XYZ file:
```
16
C5H8N2O (ωB97M-V/def2-TZVPD)
C -0.87669 -1.04290 -0.09905
C 0.12885 -0.02031 0.19761
N 0.33779 0.47440 1.49706
N -2.07222 1.18194 -0.11023
C -1.10753 0.30357 -0.69918
C 1.31034 -0.58179 -0.65623
C 2.51429 -0.75174 -0.12950
O -1.39112 -2.08037 0.22510
H -0.18316 -0.02802 2.20489
H 0.14941 1.46836 1.56186
H -2.99689 0.76636 -0.08265
H -2.11337 2.06558 -0.60288
H -0.91183 0.40890 -1.76633
H 1.15726 -0.64546 -1.72643
H 2.66439 -0.66163 0.93364
H 3.39047 -0.85689 -0.74767
```

=====

DFT (ωB97M-V/def2-TZVPD) results for H16LiO8 as an isolated structure at a distorted geometry.

Its total energy is -16839.0250 eV. The HOMO-LUMO gap is 10.39 eV. Its lowest unoccupied orbital energy is -4.06 eV. The molecular weight comes out at 151.06 g mol⁻¹. Its net charge is +1.

XYZ file:
```
25
H16LiO8 (ωB97M-V/def2-TZVPD)
Li -0.29111 0.10530 -0.66595
O 2.61845 -1.21484 1.16216
H 3.32867 -0.57959 0.78031
H 1.92548 -1.29893 0.50487
O -1.50814 0.46802 -2.49848
H -1.51239 -0.20791 -3.26561
H -1.21333 1.34453 -2.87414
O 0.45585 -1.28664 -0.62821
H -0.39832 -1.79231 -0.27180
H 0.65562 -1.95040 -1.34113
O 1.55770 1.08386 -1.10269
H 2.20121 0.42630 -1.45298
H 1.57150 1.96451 -1.57211
O 0.18638 0.65691 1.45606
H 0.81850 1.21410 1.66738
H 0.00582 0.04488 2.12822
O -1.37532 2.70847 -0.23958
H -1.71477 2.28543 0.52005
H -1.50721 3.61327 -0.10190
O 0.29104 -1.56629 2.47146
H -0.42735 -1.66173 1.71147
H 1.19997 -1.53600 2.14621
O -2.25037 -0.69900 0.21419
H -1.87255 -1.54777 0.29657
H -2.74535 -0.57414 0.95564
```

=====

DFT (ωB97M-V/def2-TZVPD) results for a 2-piece molecular cluster, C6H15N overall at a distorted geometry.

Its total energy is -7950.0195 eV. The HOMO-LUMO gap is 7.48 eV. Its lowest unoccupied orbital energy is -0.41 eV. The molecular weight comes out at 101.19 g mol⁻¹. Its net charge is 0.

XYZ file:
```
22
C6H15N (ωB97M-V/def2-TZVPD)
C 2.43571 -0.07146 0.97393
N 1.48256 0.30092 -0.03794
C 0.50412 -0.57568 -0.32816
C -0.82286 0.13499 -0.66205
C -1.31119 1.06568 0.45750
C -2.80704 1.23530 0.62201
C 0.74241 -1.74901 -1.27900
H 3.34790 0.50794 0.82941
H 2.09920 0.20140 1.98190
H 2.69129 -1.14205 0.97707
H 0.45475 -1.09217 0.79386
H -0.69303 -1.42759 0.77455
H -1.56643 -0.62320 -0.92784
H -0.63284 0.72008 -1.56636
H -0.83855 2.01791 0.20232
H -0.82217 0.79189 1.39627
H -3.29000 1.33185 -0.35307
H -3.23166 0.34766 1.09815
H -3.06420 2.09929 1.23206
H 0.86530 -1.24926 -2.24160
H 1.72376 -2.15757 -1.01750
H 0.03602 -2.57166 -1.33694
```

=====

DFT (ωB97M-V/def2-TZVPD) results for one molecule with the formula C5H9IN2 at a distorted geometry.

Its total energy is -16409.7715 eV. The HOMO-LUMO gap is 8.52 eV. The SMILES is CC1=NN(I)[C@H](C)C1. Its lowest unoccupied orbital energy is 0.19 eV. The molecular weight comes out at 224.04 g mol⁻¹. Its net charge is 0.

XYZ file:
```
17
C5H9IN2 (ωB97M-V/def2-TZVPD)
C -0.18821 -1.24897 -0.08735
C -0.72627 0.14833 -0.23142
C 0.54672 0.91773 -0.35201
C -1.18337 -2.42802 0.02459
C 0.54701 2.29309 0.26788
N 1.03285 -1.27450 0.24291
N 1.51838 0.05172 0.35965
I 3.47123 0.19561 -0.06768
H -1.50847 0.26917 -1.08451
H -1.18444 0.49480 0.66883
H 0.90678 0.93902 -1.47563
H -1.75507 -2.65434 -0.92298
H -1.98739 -2.06956 0.76563
H -0.93235 -3.40942 0.41149
H 1.49408 2.69222 0.52657
H 0.02437 2.13246 1.24738
H -0.07587 2.95065 -0.29335
```

=====

Values of relative energy (zero: lowest compared OMol25 entry of this formula, charge and spin), in order: 322.8 293.5 554.5 3.8, all in kJ/mol.